DFT (ωB97M-V/def2-TZVPD) results for an isolated molecule of C5H10N2O.

Its molar mass is 114.1 g/mol. For the LUMO energy, the calculation gives 0.0225 Eh. The calculation puts the HOMO-LUMO gap at 10.26 eV. The calculation puts the energy above the lowest of the compared OMol25 structures with the same formula, charge and spin at 368.8 kJ/mol. For the HOMO energy, the calculation gives -9.6 eV.

Element x y z (Å)
C  -2.35412  -0.72291  -0.06082
C  -1.03707  -0.70693  0.61693
C  0.11034  -0.05053  -0.13292
C  0.49256  1.39121  -0.16018
C  2.58502  0.07488  0.24391
H  -3.36277  0.76915  0.49813
H  -2.49801  1.20318  -0.97005
H  -3.18361  -1.08395  0.67786
H  -2.36337  -1.47690  -0.79104
H  -1.17846  -0.02741  1.55957
H  -0.66035  -1.78677  0.69875
H  0.52622  -0.62830  -1.06632
H  -0.21282  1.94445  0.42438
H  0.78459  1.87837  -1.12256
H  3.45413  0.55544  0.81915
N  -3.04874  0.42618  -0.42290
N  1.30970  0.41776  0.63899
O  2.76092  -0.89614  -0.66024

Atom charges from the Mulliken analysis, given in e for atoms 1 to 4:
1. C -0.81
2. C -0.38
3. C 0.07
4. C -0.63

DFT (ωB97M-V/def2-TZVPD) results for C5H10N2O as an isolated structure.

Its molar mass is 114.1 g/mol. For the LUMO energy, the calculation gives 0.0280 Eh. The calculation puts the HOMO-LUMO gap at 9.02 eV. The calculation puts the energy above the lowest of the compared OMol25 structures with the same formula, charge and spin at 634.5 kJ/mol. For the HOMO energy, the calculation gives -8.3 eV.

Element x y z (Å)
C  0.22303  -1.36195  0.42678
C  1.35473  -0.98704  -0.49568
C  1.00912  1.15083  0.42738
C  -0.42912  1.84636  0.08968
C  -2.14810  -0.17207  -0.21261
H  0.23297  -0.91101  1.44065
H  0.36447  -2.40669  0.56334
H  2.44584  -1.24850  -0.11648
H  1.09683  -1.27899  -1.66777
H  1.63950  1.89487  0.23453
H  1.28865  0.85138  1.46372
H  -0.10737  2.26781  -1.00564
H  -0.77659  2.76900  0.71594
H  -3.24573  -0.54437  -0.89681
H  -1.39678  -2.24678  0.16607
N  -1.65186  1.08315  -0.34361
N  -1.25574  -1.21044  -0.04259
O  1.35615  0.50443  -0.74690

Atom charges from the Mulliken analysis, given in e for atoms 1 to 4:
1. C -0.73
2. C -0.33
3. C -0.70
4. C -0.32

Number 1: energy -10371.4828 eV. Number 2: energy -10368.7292 eV.